Density functional theory data (ωB97M-V/def2-TZVPD) for C34H38BLuN6O2PS2 as an isolated structure.

Geometry (Å):
Lu (0.416, 0.018, -0.187)
C (0.964, -5.064, -2.747)
C (0.825, -3.581, -2.767)
C (1.070, -2.697, -3.803)
C (0.768, -1.436, -3.285)
N (0.404, -1.542, -2.007)
N (0.423, -2.868, -1.700)
B (-0.007, -3.365, -0.310)
N (1.061, -3.023, 0.754)
N (1.469, -1.739, 0.979)
C (2.305, -1.772, 2.018)
C (2.433, -3.084, 2.483)
C (1.634, -3.846, 1.653)
C (1.407, -5.319, 1.679)
C (2.938, -0.561, 2.568)
C (2.795, -0.286, 3.926)
C (3.322, 0.878, 4.459)
C (3.998, 1.772, 3.638)
C (4.156, 1.489, 2.291)
C (3.638, 0.319, 1.755)
N (-1.361, -2.720, 0.083)
N (-1.519, -1.368, 0.122)
C (-2.763, -1.135, 0.539)
C (-3.421, -2.343, 0.783)
C (-2.497, -3.324, 0.476)
C (-2.653, -4.805, 0.541)
C (-3.275, 0.235, 0.679)
C (-3.066, 1.180, -0.316)
C (-3.530, 2.479, -0.159)
C (-4.211, 2.839, 0.991)
C (-4.432, 1.895, 1.988)
C (-3.970, 0.601, 1.832)
C (0.753, -0.133, -3.969)
C (-0.413, 0.627, -3.965)
C (-0.454, 1.845, -4.627)
C (0.674, 2.316, -5.282)
C (1.836, 1.557, -5.290)
C (1.875, 0.332, -4.646)
H (1.294, -5.410, -3.725)
H (1.699, -5.385, -2.008)
H (0.020, -5.554, -2.510)
H (1.376, -2.939, -4.805)
H (-0.140, -4.549, -0.343)
H (3.055, -3.429, 3.290)
H (2.006, -5.760, 2.473)
H (0.361, -5.563, 1.867)
H (1.689, -5.786, 0.735)
H (2.235, -0.971, 4.551)
H (3.188, 1.095, 5.511)
H (4.397, 2.689, 4.052)
H (4.676, 2.185, 1.644)
H (3.744, 0.124, 0.697)
H (-4.439, -2.482, 1.101)
H (-3.658, -5.049, 0.879)
H (-2.494, -5.270, -0.432)
H (-1.944, -5.251, 1.239)
H (-2.557, 0.899, -1.234)
H (-3.354, 3.212, -0.936)
H (-4.571, 3.852, 1.113)
H (-4.959, 2.172, 2.892)
H (-4.118, -0.130, 2.617)
H (-1.300, 0.238, -3.474)
H (-1.369, 2.423, -4.635)
H (0.647, 3.270, -5.791)
H (2.719, 1.927, -5.795)
H (2.785, -0.253, -4.635)
C (-0.337, 4.529, 3.732)
C (-0.611, 4.509, 2.247)
O (0.614, 4.234, 1.526)
P (0.846, 2.814, 0.772)
S (2.262, 1.386, -1.240)
S (0.139, 1.332, 2.043)
O (-0.439, 2.725, -0.291)
C (-0.401, 3.506, -1.503)
C (-0.663, 4.975, -1.255)
H (-1.244, 4.814, 4.270)
H (0.443, 5.252, 3.971)
H (-0.022, 3.546, 4.079)
H (-0.957, 5.483, 1.894)
H (-1.362, 3.760, 1.988)
H (-1.189, 3.083, -2.128)
H (0.552, 3.327, -2.007)
H (-1.594, 5.118, -0.703)
H (-0.758, 5.488, -2.214)
H (0.143, 5.446, -0.695)

Calculated values
- Energy above the lowest of the compared OMol25 structures with the same formula, charge and spin: 0.37 kcal per mole
- LUMO (alpha / beta): 0.458 / -0.686 eV
- Highest occupied orbital energy (alpha / beta): -7.072 / -7.523 eV
- Electronic energy: -4195.8434 hartree
- HOMO-LUMO gap (alpha / beta): 7.53 / 6.84 eV
- 2S+1: 2
- ⟨S²⟩: 0.759

Density functional theory data (ωB97M-V/def2-TZVPD) for C34H38Br2N6O11Sr as an isolated structure.

Geometry (Å):
N (-15.634, 16.857, -3.731)
H (-15.267, 17.734, -4.119)
H (-16.572, 16.941, -3.336)
H (-14.984, 16.590, -2.993)
H (-15.627, 16.090, -4.450)
Sr (-15.312, 13.136, -2.428)
C (-13.146, 13.086, -5.523)
C (-14.315, 14.051, -5.724)
O (-15.347, 14.123, -4.775)
H (-12.498, 13.121, -6.400)
H (-13.427, 12.045, -5.367)
H (-12.467, 13.415, -4.733)
H (-14.756, 13.787, -6.697)
H (-13.915, 15.045, -5.950)
Br (-9.935, 12.266, -4.419)
C (-9.034, 11.885, -6.095)
C (-9.718, 12.467, -7.289)
Br (-10.842, 11.113, -8.219)
H (-8.955, 10.802, -6.159)
H (-8.005, 12.203, -5.933)
H (-9.153, 12.969, -8.066)
H (-10.485, 13.167, -6.961)
C (-15.182, 16.947, -9.055)
C (-15.150, 18.133, -9.792)
C (-16.016, 19.156, -9.435)
C (-16.752, 19.054, -8.235)
C (-16.794, 17.866, -7.534)
C (-15.906, 16.860, -7.885)
N (-17.514, 20.200, -7.808)
O (-17.711, 21.092, -8.595)
O (-17.961, 20.204, -6.674)
H (-14.632, 16.092, -9.434)
H (-14.450, 18.166, -10.614)
H (-15.919, 20.091, -9.968)
H (-17.358, 17.808, -6.611)
H (-15.907, 15.938, -7.314)
C (-13.009, 14.475, -8.906)
C (-12.222, 15.551, -9.304)
C (-12.563, 16.299, -10.430)
C (-13.512, 15.785, -11.289)
C (-14.384, 14.766, -10.865)
C (-14.097, 14.090, -9.688)
N (-13.723, 16.363, -12.603)
O (-12.772, 16.875, -13.142)
O (-14.836, 16.300, -13.083)
H (-12.782, 14.012, -7.957)
H (-11.566, 16.029, -8.586)
H (-11.925, 17.139, -10.673)
H (-15.177, 14.521, -11.557)
H (-14.786, 13.306, -9.401)
C (-8.553, 16.321, -6.553)
C (-9.250, 17.218, -7.352)
C (-10.587, 17.519, -7.105)
C (-11.183, 16.890, -6.013)
C (-10.488, 16.066, -5.180)
C (-9.167, 15.748, -5.461)
N (-12.622, 17.110, -5.772)
O (-13.315, 17.529, -6.655)
O (-13.094, 16.802, -4.675)
H (-7.522, 16.050, -6.741)
H (-8.790, 17.537, -8.279)
H (-11.203, 18.171, -7.709)
H (-11.012, 15.558, -4.380)
H (-8.634, 14.960, -4.947)
C (-10.339, 12.238, 1.133)
C (-11.682, 12.577, 0.988)
C (-12.418, 12.056, -0.079)
C (-11.746, 11.343, -1.069)
C (-10.435, 10.899, -0.881)
C (-9.751, 11.410, 0.200)
N (-12.484, 10.878, -2.251)
O (-13.493, 11.519, -2.639)
O (-12.119, 9.849, -2.762)
H (-9.802, 12.844, 1.852)
H (-12.234, 13.173, 1.701)
H (-13.446, 12.395, 0.013)
H (-9.941, 10.220, -1.558)
H (-8.673, 11.289, 0.189)
C (-18.516, 14.884, -7.044)
C (-19.047, 15.458, -8.212)
C (-18.929, 14.754, -9.395)
C (-18.263, 13.528, -9.404)
C (-17.778, 12.935, -8.263)
C (-17.901, 13.647, -7.073)
N (-18.200, 12.793, -10.663)
O (-18.084, 13.388, -11.712)
O (-18.159, 11.577, -10.579)
H (-18.497, 15.506, -6.155)
H (-19.537, 16.406, -8.041)
H (-19.172, 15.249, -10.327)
H (-17.350, 11.946, -8.209)
H (-17.673, 13.070, -6.183)

Calculated values
- Energy above the lowest of the compared OMol25 structures with the same formula, charge and spin: 28.05 kcal per mole
- LUMO: -7.874 eV
- Highest occupied orbital energy: -13.340 eV
- Electronic energy: -7652.2516 hartree
- HOMO-LUMO gap: 5.47 eV
- Total charge: +2
- 2S+1: 1

Density functional theory data (ωB97M-V/def2-TZVPD) for C34H38BrInN7O3 as an isolated structure.

Geometry (Å):
In (-0.962, -0.711, -0.878)
C (6.249, 0.228, 0.253)
C (4.762, 0.138, 0.303)
C (4.078, 0.164, 1.503)
C (2.691, -0.056, 1.566)
C (1.964, -0.178, 2.772)
N (2.106, 0.499, 3.882)
C (2.803, 1.765, 4.033)
C (1.988, 2.913, 3.415)
C (0.733, 3.308, 4.210)
N (-0.302, 2.295, 4.084)
C (-1.021, 1.994, 3.027)
C (-1.257, 2.752, 1.867)
C (-1.318, 4.159, 1.877)
C (-1.674, 4.901, 0.774)
C (-1.802, 6.381, 0.868)
C (-1.904, 4.215, -0.422)
C (-1.834, 2.825, -0.514)
C (-2.011, 2.234, -1.806)
N (-1.872, 1.011, -2.167)
C (-2.064, 0.719, -3.569)
C (-1.153, -0.413, -4.014)
C (0.331, -0.126, -3.811)
N (0.736, -0.286, -2.426)
C (1.989, -0.208, -2.167)
C (2.636, -0.187, -0.886)
C (4.015, 0.019, -0.872)
C (1.937, -0.301, 0.354)
O (0.690, -0.524, 0.470)
C (-1.574, 2.031, 0.648)
O (-1.594, 0.764, 0.643)
H (6.658, 0.532, 1.212)
H (6.575, 0.931, -0.511)
H (6.661, -0.750, -0.002)
H (4.644, 0.247, 2.420)
H (1.140, -0.891, 2.747)
H (1.562, 0.195, 4.681)
H (3.775, 1.724, 3.547)
H (2.967, 1.942, 5.095)
H (1.702, 2.637, 2.398)
H (2.640, 3.784, 3.346)
H (0.390, 4.273, 3.842)
H (0.982, 3.427, 5.265)
H (-0.397, 1.686, 4.886)
H (-1.489, 1.012, 3.042)
H (-1.201, 4.682, 2.811)
H (-1.417, 6.740, 1.817)
H (-2.846, 6.676, 0.793)
H (-1.260, 6.875, 0.066)
H (-2.140, 4.787, -1.310)
H (-2.284, 2.954, -2.586)
H (-1.878, 1.619, -4.169)
H (-3.111, 0.425, -3.727)
H (-1.329, -0.611, -5.071)
H (-1.416, -1.304, -3.438)
H (0.555, 0.899, -4.133)
H (0.923, -0.798, -4.447)
H (2.678, -0.077, -3.008)
H (4.535, 0.090, -1.817)
O (-6.329, -4.206, -0.170)
C (-5.302, -3.437, -0.430)
C (-5.002, -2.906, -1.696)
C (-3.889, -2.117, -1.856)
N (-3.048, -1.818, -0.863)
C (-3.324, -2.332, 0.333)
Br (-2.066, -1.968, 1.677)
C (-4.409, -3.122, 0.612)
H (-6.905, -4.379, -0.933)
H (-5.632, -3.128, -2.542)
H (-3.644, -1.718, -2.829)
H (-4.576, -3.515, 1.601)
N (1.741, -6.457, -1.864)
C (1.050, -5.347, -1.628)
C (0.260, -4.729, -2.624)
C (-0.378, -3.552, -2.352)
N (-0.299, -2.914, -1.176)
C (0.418, -3.505, -0.210)
C (1.072, -4.695, -0.374)
H (1.722, -6.903, -2.766)
H (2.288, -6.896, -1.141)
H (0.165, -5.187, -3.597)
H (-0.979, -3.088, -3.122)
H (0.470, -2.978, 0.732)
H (1.608, -5.132, 0.454)

Calculated values
- Energy above the lowest of the compared OMol25 structures with the same formula, charge and spin: 9.98 kcal per mole
- LUMO: -8.431 eV
- Highest occupied orbital energy: -15.296 eV
- Electronic energy: -4690.8089 hartree
- HOMO-LUMO gap: 6.86 eV
- Total charge: +3
- 2S+1: 1

Among the records above, which one has the highest energy above the lowest of the compared OMol25 structures with the same formula, charge and spin?
C34H38Br2N6O11Sr